Entry 1:
This record from the OMol25 dataset describes C34H53CuN4OP2S as an isolated structure at a distorted geometry. The level of theory is ωB97M-V/def2-TZVPD.

The LUMO energy (spin up / spin down) is -2.278 / -3.249 eV. Its molar mass is 691.39 u. As for the expectation value of S²: 0.75. As for the spin multiplicity: 2. The value obtained for the gap between HOMO and LUMO (spin up / spin down) is 6.11 / 5.13 eV. The energy relative to the best compared isomer or geometry (same formula, charge and spin) is 317.93 kJ/mol. As for the total charge: +1.

Last column: Mulliken spin population.
Atoms and positions in Å:
C (-1.654, -1.466, -2.229)  0.00
C (0.645, -1.780, -1.994)  -0.02
C (-1.714, -2.320, -3.327)  0.00
C (0.596, -2.824, -2.961)  0.00
C (-0.577, -3.063, -3.658)  0.00
H (-2.643, -2.388, -3.891)  0.00
H (1.518, -3.354, -3.209)  0.00
H (-0.640, -3.798, -4.457)  0.00
N (-0.556, -1.341, -1.464)  0.01
P (-2.874, -0.244, -0.098)  0.00
P (2.754, -0.406, -0.463)  0.18
C (-2.864, -0.588, -1.901)  0.00
H (-2.830, 0.355, -2.473)  0.00
H (-3.776, -1.085, -2.245)  0.00
C (1.904, -1.107, -1.839)  0.08
H (2.653, -1.500, -2.559)  0.01
C (4.242, 0.447, -1.274)  0.16
C (3.160, -1.478, 1.122)  0.27
C (-3.611, 1.469, -0.016)  0.00
C (-3.938, -1.626, 0.608)  0.00
C (4.180, 1.902, -0.769)  0.05
H (4.289, 1.948, 0.326)  0.00
H (5.010, 2.462, -1.226)  0.00
H (3.236, 2.387, -1.050)  -0.01
C (5.578, -0.196, -0.865)  0.02
H (5.766, -0.158, 0.221)  0.01
H (5.648, -1.232, -1.230)  0.00
H (6.380, 0.373, -1.360)  0.00
C (4.189, 0.424, -2.810)  -0.01
H (4.942, 1.132, -3.193)  0.00
H (4.441, -0.565, -3.215)  0.00
H (3.217, 0.732, -3.206)  0.01
C (3.726, -0.530, 2.202)  0.06
H (2.994, 0.246, 2.484)  -0.01
H (3.955, -1.123, 3.102)  0.00
H (4.655, -0.033, 1.884)  0.01
C (1.880, -2.133, 1.661)  0.02
H (1.094, -1.394, 1.892)  -0.01
H (1.471, -2.870, 0.948)  0.00
H (2.114, -2.662, 2.603)  0.00
C (4.160, -2.584, 0.760)  0.03
H (5.113, -2.194, 0.410)  0.00
H (4.361, -3.172, 1.665)  0.01
H (3.747, -3.258, -0.004)  0.00
C (-4.528, -1.217, 1.969)  0.00
H (-5.064, -2.084, 2.382)  0.00
H (-3.729, -0.952, 2.676)  0.00
H (-5.247, -0.394, 1.886)  0.00
C (-3.018, -2.847, 0.858)  0.00
H (-2.545, -3.218, -0.064)  0.00
H (-2.235, -2.592, 1.587)  0.00
H (-3.622, -3.665, 1.281)  0.00
C (-5.057, -2.018, -0.362)  0.00
H (-5.724, -2.731, 0.144)  0.00
H (-5.667, -1.159, -0.668)  0.00
H (-4.669, -2.521, -1.257)  0.00
C (-2.714, 2.433, -0.828)  0.00
H (-2.828, 2.300, -1.913)  0.00
H (-2.999, 3.471, -0.590)  0.00
H (-1.649, 2.308, -0.575)  0.00
C (-3.638, 1.966, 1.441)  0.00
H (-2.628, 1.996, 1.875)  0.00
H (-4.051, 2.986, 1.445)  0.00
H (-4.274, 1.348, 2.085)  0.00
C (-5.028, 1.422, -0.598)  0.00
H (-5.049, 0.994, -1.611)  0.00
H (-5.722, 0.863, 0.045)  0.00
H (-5.406, 2.453, -0.666)  0.00
Cu (-0.742, -0.302, 0.275)  0.08
C (-0.870, -0.016, 2.197)  0.01
O (-1.570, -0.631, 2.981)  0.00
N (0.594, 1.099, -0.397)  0.10
C (1.081, 0.998, -1.519)  -0.06
C (1.010, 1.691, -2.795)  -0.02
C (0.806, 3.072, -2.707)  0.01
C (1.026, 1.045, -4.042)  0.02
C (0.638, 3.831, -3.866)  -0.01
H (0.815, 3.540, -1.719)  0.00
C (0.860, 1.805, -5.206)  -0.01
H (1.209, -0.024, -4.097)  0.01
C (0.660, 3.190, -5.116)  0.01
H (0.509, 4.915, -3.787)  0.00
H (0.892, 1.317, -6.182)  0.00
H (0.504, 3.782, -6.028)  0.00
S (0.368, 1.260, 2.677)  0.00
C (0.340, 1.074, 4.418)  0.00
N (1.404, 1.212, 5.219)  0.00
C (1.037, 1.094, 6.625)  0.00
C (-0.460, 0.855, 6.567)  0.00
N (-0.753, 0.853, 5.149)  0.00
H (2.333, 1.414, 4.859)  0.00
H (1.293, 2.015, 7.160)  0.00
H (1.572, 0.253, 7.081)  0.00
H (-1.019, 1.658, 7.060)  0.00
H (-0.746, -0.103, 7.011)  0.00
H (-1.637, 0.554, 4.739)  0.00

Entry 2:
This record from the OMol25 dataset describes C34H53IrN5O11P2SSi as an isolated structure at a distorted geometry. The level of theory is ωB97M-V/def2-TZVPD.

The LUMO energy (spin up / spin down) is -5.941 / -8.131 eV. Its molar mass is 1022.14 u. As for the expectation value of S²: 0.75. As for the spin multiplicity: 2. The value obtained for the gap between HOMO and LUMO (spin up / spin down) is 6.46 / 4.26 eV. The energy relative to the best compared isomer or geometry (same formula, charge and spin) is 147.06 kJ/mol. As for the total charge: +2.

Last column: Mulliken spin population.
Atoms and positions in Å:
Ir (0.118, 0.043, -1.177)  0.13
C (0.854, -3.898, -3.040)  0.00
C (0.876, -2.401, -3.125)  0.00
O (0.053, -1.717, -2.486)  0.01
N (1.783, -1.841, -3.918)  0.00
C (1.878, -0.399, -4.084)  0.01
C (2.736, 0.199, -3.002)  0.00
C (3.973, 0.744, -3.301)  0.00
C (4.796, 1.197, -2.282)  0.00
C (4.377, 1.041, -0.973)  0.00
C (3.131, 0.500, -0.737)  -0.01
N (2.304, 0.125, -1.724)  0.01
H (0.197, -4.197, -2.229)  0.00
H (1.858, -4.282, -2.860)  0.00
H (0.487, -4.322, -3.976)  0.00
H (2.458, -2.430, -4.380)  0.00
H (0.881, 0.026, -4.030)  0.00
H (2.292, -0.187, -5.067)  0.00
H (4.293, 0.791, -4.332)  0.00
H (5.757, 1.640, -2.506)  0.00
H (4.998, 1.336, -0.140)  0.00
H (2.779, 0.358, 0.273)  -0.01
C (-3.453, 0.982, -3.520)  0.00
C (-2.831, 2.165, -2.807)  0.00
O (-3.637, 3.315, -3.010)  0.00
P (-2.665, 1.960, -0.996)  0.00
O (-2.183, 3.360, -0.471)  0.00
O (-4.078, 1.742, -0.349)  0.00
O (-1.788, 0.821, -0.557)  0.07
P (-1.093, 2.488, -3.324)  0.00
O (-1.059, 2.517, -4.907)  0.00
O (-0.739, 3.810, -2.720)  0.00
O (-0.283, 1.258, -2.930)  0.01
H (-4.374, 0.663, -3.033)  0.00
H (-2.757, 0.146, -3.557)  0.00
H (-3.687, 1.284, -4.540)  0.00
H (-3.118, 4.115, -2.841)  0.00
H (-1.551, 3.777, -1.125)  0.00
H (-4.676, 2.501, -0.407)  0.00
H (-1.249, 3.387, -5.284)  0.00
C (-2.716, -4.307, -1.546)  0.00
C (-3.024, -2.977, -0.869)  0.00
C (-3.971, -3.158, 0.307)  0.00
C (-3.593, -2.006, -1.885)  0.00
O (-1.789, -2.356, -0.388)  -0.01
Si (-0.739, -2.919, 0.696)  -0.05
S (0.869, -1.367, 0.463)  0.73
O (-1.184, -2.928, 2.231)  0.01
C (-1.285, -2.079, 3.400)  0.03
C (0.097, -1.583, 3.805)  0.00
C (-1.864, -2.962, 4.494)  0.00
C (-2.217, -0.921, 3.072)  -0.01
O (-0.101, -4.316, 0.240)  0.06
C (0.356, -5.513, 0.941)  0.00
C (-0.819, -6.134, 1.687)  0.00
C (1.473, -5.121, 1.896)  0.00
C (0.861, -6.458, -0.135)  0.00
H (-3.633, -4.719, -1.965)  0.00
H (-2.300, -5.026, -0.842)  0.00
H (-1.999, -4.154, -2.354)  0.00
H (-4.925, -3.554, -0.043)  0.00
H (-4.151, -2.199, 0.795)  0.00
H (-3.558, -3.854, 1.041)  0.00
H (-4.452, -2.452, -2.386)  0.00
H (-2.826, -1.780, -2.626)  0.00
H (-3.902, -1.079, -1.401)  0.00
H (0.769, -2.421, 3.993)  0.00
H (0.025, -0.988, 4.715)  0.00
H (0.536, -0.960, 3.021)  0.00
H (-1.201, -3.804, 4.691)  0.00
H (-2.838, -3.347, 4.193)  0.00
H (-1.982, -2.390, 5.414)  0.00
H (-1.875, -0.403, 2.170)  0.01
H (-2.244, -0.212, 3.899)  0.00
H (-3.228, -1.283, 2.891)  0.00
H (-1.261, -5.415, 2.376)  0.00
H (-0.478, -6.998, 2.256)  0.00
H (-1.585, -6.468, 0.985)  0.00
H (1.079, -4.518, 2.717)  0.00
H (2.234, -4.543, 1.367)  0.00
H (1.943, -6.010, 2.314)  0.00
H (0.095, -6.616, -0.895)  0.00
H (1.105, -7.422, 0.310)  0.00
H (1.762, -6.065, -0.611)  0.00
N (1.749, 5.531, 3.226)  0.00
C (2.409, 6.710, 3.482)  0.00
C (2.583, 7.459, 4.645)  0.00
C (3.331, 8.608, 4.525)  0.00
C (3.899, 9.004, 3.296)  0.00
C (3.733, 8.259, 2.155)  0.00
C (2.976, 7.086, 2.253)  0.00
N (2.665, 6.156, 1.289)  0.00
C (1.937, 5.255, 1.895)  0.00
C (1.437, 4.074, 1.209)  0.00
C (0.710, 3.058, 1.837)  0.01
C (0.334, 1.952, 1.116)  -0.01
N (0.644, 1.808, -0.183)  -0.01
C (1.306, 2.793, -0.812)  0.00
C (1.711, 3.926, -0.152)  0.00
H (1.230, 4.992, 3.896)  0.00
H (2.160, 7.158, 5.594)  0.00
H (3.487, 9.227, 5.398)  0.00
H (4.477, 9.917, 3.258)  0.00
H (4.164, 8.556, 1.209)  0.00
H (0.425, 3.119, 2.878)  0.00
H (-0.235, 1.154, 1.569)  0.00
H (1.502, 2.662, -1.863)  0.00
H (2.246, 4.705, -0.675)  0.00

Entry 3:
This record from the OMol25 dataset describes C34H54AsEuN3SSi3 as an isolated structure at a distorted geometry. The level of theory is ωB97M-V/def2-TZVPD.

The LUMO energy (spin up / spin down) is -1.895 / -1.802 eV. Its molar mass is 848.04 u. As for the expectation value of S²: 15.76. As for the spin multiplicity: 8. The value obtained for the gap between HOMO and LUMO (spin up / spin down) is 3.85 / 3.96 eV. The energy relative to the best compared isomer or geometry (same formula, charge and spin) is 0.00 kJ/mol. As for the total charge: 0.

Last column: Mulliken spin population.
Atoms and positions in Å:
Eu (0.044, -0.003, 0.521)  6.95
C (-5.852, -4.060, 1.746)  0.00
Si (-4.096, -4.479, 1.098)  0.00
C (-2.924, -5.058, 2.524)  0.00
C (-4.069, -5.901, -0.216)  0.00
C (-3.460, -2.872, 0.198)  0.00
C (-4.190, -2.629, -0.933)  0.00
C (-3.930, -1.495, -1.679)  0.00
C (-3.084, -0.576, -1.075)  0.00
N (-2.122, -0.875, -0.186)  0.00
C (-2.361, -1.981, 0.597)  -0.01
S (-1.265, -2.333, 1.869)  0.00
H (-6.443, -4.897, 2.094)  0.00
H (-6.457, -3.521, 0.984)  0.00
H (-5.755, -3.331, 2.534)  0.00
H (-3.284, -6.058, 2.830)  0.00
H (-2.878, -4.327, 3.333)  0.00
H (-1.877, -5.201, 2.200)  0.00
H (-4.116, -6.896, 0.205)  0.00
H (-3.209, -5.813, -0.866)  0.00
H (-4.930, -5.692, -0.842)  0.00
H (-4.952, -3.292, -1.327)  0.00
H (-4.353, -1.435, -2.708)  0.00
H (-3.231, 0.480, -1.309)  0.00
C (1.914, -2.572, -0.216)  0.02
C (3.198, -1.778, -0.219)  -0.01
C (4.097, -2.084, -1.242)  0.00
C (5.178, -1.179, -1.487)  0.00
C (5.348, -0.048, -0.714)  0.00
C (4.509, 0.215, 0.384)  -0.01
C (4.766, 1.399, 1.242)  0.00
C (3.337, -0.619, 0.615)  -0.01
N (2.302, -0.380, 1.489)  0.00
C (2.426, -0.026, 2.756)  0.05
C (3.595, -0.445, 3.588)  0.00
C (1.453, 0.782, 3.447)  0.01
C (1.680, 1.213, 4.873)  0.00
N (0.346, 1.085, 2.760)  0.04
C (-0.763, 1.846, 3.165)  0.00
C (-1.795, 1.260, 4.016)  -0.01
C (-1.730, -0.051, 4.780)  0.00
C (-3.021, 1.903, 4.182)  0.00
C (-3.238, 3.208, 3.691)  0.00
C (-2.184, 3.797, 2.900)  0.00
C (-1.006, 3.124, 2.623)  -0.03
C (-0.082, 3.771, 1.625)  0.01
H (2.007, -3.648, -0.318)  0.00
H (1.260, -2.293, -1.063)  0.00
H (1.387, -2.382, 0.766)  0.00
H (3.991, -3.051, -1.643)  0.00
H (5.872, -1.341, -2.266)  0.00
H (6.112, 0.715, -0.824)  0.00
H (5.417, 2.113, 0.638)  0.00
H (5.275, 1.307, 2.209)  0.00
H (3.806, 1.889, 1.404)  0.00
H (4.378, -0.839, 2.955)  0.00
H (3.247, -1.222, 4.350)  0.00
H (3.975, 0.391, 4.215)  0.00
H (2.534, 1.996, 4.881)  0.00
H (1.895, 0.332, 5.453)  0.00
H (0.778, 1.682, 5.295)  0.00
H (-2.269, 0.102, 5.727)  0.00
H (-0.733, -0.470, 4.872)  0.00
H (-2.287, -0.846, 4.300)  0.00
H (-3.722, 1.422, 4.884)  0.00
H (-4.175, 3.745, 3.942)  0.00
H (-2.371, 4.774, 2.446)  0.00
H (-0.015, 4.870, 1.722)  0.00
H (-0.420, 3.593, 0.583)  0.00
H (0.952, 3.398, 1.699)  0.00
C (0.760, 1.084, -6.360)  0.00
Si (-0.256, 0.471, -4.821)  0.00
C (-0.420, -1.451, -4.801)  0.00
C (-1.969, 1.206, -5.145)  0.00
As (0.678, 0.885, -2.583)  0.00
Si (1.821, 3.012, -2.893)  0.00
C (3.328, 2.883, -4.072)  0.00
C (2.554, 3.676, -1.169)  0.00
C (0.594, 4.273, -3.543)  0.00
H (0.172, 0.686, -7.253)  0.00
H (1.720, 0.600, -6.483)  0.00
H (0.783, 2.170, -6.381)  0.00
H (-0.790, -1.815, -5.774)  0.00
H (-1.039, -1.820, -3.943)  0.00
H (0.559, -1.904, -4.700)  0.00
H (-2.781, 1.092, -4.381)  0.00
H (-2.429, 0.718, -6.070)  0.00
H (-1.791, 2.268, -5.364)  0.00
H (3.777, 3.896, -4.339)  0.00
H (3.049, 2.317, -5.005)  0.00
H (4.114, 2.314, -3.596)  0.00
H (2.352, 3.031, -0.309)  0.00
H (2.246, 4.700, -0.880)  0.00
H (3.664, 3.665, -1.203)  0.00
H (0.190, 4.118, -4.553)  0.00
H (1.042, 5.312, -3.468)  0.00
H (-0.358, 4.200, -2.988)  0.00

Entry 4:
This record from the OMol25 dataset describes C34H54F6N2O2PTi as an isolated structure at a distorted geometry. The level of theory is ωB97M-V/def2-TZVPD.

The LUMO energy (spin up / spin down) is 0.295 / 0.296 eV. Its molar mass is 715.65 u. As for the expectation value of S²: 0.75. As for the spin multiplicity: 2. The value obtained for the gap between HOMO and LUMO (spin up / spin down) is 8.11 / 8.14 eV. The energy relative to the best compared isomer or geometry (same formula, charge and spin) is 41.49 kJ/mol. As for the total charge: 0.

Last column: Mulliken spin population.
Atoms and positions in Å:
Ti (1.134, 1.568, 1.465)  0.96
C (-0.031, 3.979, 3.219)  0.01
N (-0.455, 2.617, 2.832)  0.02
C (-0.726, 1.855, 4.064)  0.01
C (-1.693, 2.688, 2.027)  0.00
C (-1.346, 3.051, 0.605)  0.05
N (-0.411, 2.066, 0.026)  -0.12
C (0.305, 2.736, -1.113)  0.01
C (1.099, 1.809, -1.978)  -0.01
C (0.946, 1.842, -3.354)  0.00
C (1.633, 0.952, -4.173)  0.00
C (2.453, 0.015, -3.550)  0.00
C (2.640, -0.063, -2.166)  -0.01
C (1.947, 0.870, -1.385)  0.00
O (1.984, 0.841, -0.039)  0.02
C (3.459, -1.207, -1.557)  0.00
C (4.323, -1.908, -2.612)  0.00
C (4.399, -0.736, -0.438)  0.00
C (2.464, -2.223, -0.977)  0.00
C (1.447, 1.011, -5.689)  0.00
C (-0.021, 0.731, -6.032)  0.00
C (1.827, 2.409, -6.194)  0.00
C (2.317, -0.011, -6.419)  0.00
C (-1.122, 0.849, -0.455)  0.02
C (-1.681, -0.119, 0.559)  0.02
C (-2.957, -0.620, 0.323)  0.00
C (-3.479, -1.670, 1.068)  0.00
C (-2.646, -2.238, 2.031)  0.00
C (-1.361, -1.779, 2.313)  0.00
C (-0.901, -0.655, 1.597)  -0.01
O (0.280, -0.095, 1.903)  0.00
C (-0.473, -2.523, 3.320)  0.01
C (-1.179, -3.759, 3.882)  0.00
C (0.800, -3.007, 2.607)  0.00
C (-0.090, -1.639, 4.514)  0.00
C (-4.866, -2.244, 0.773)  0.00
C (-5.830, -1.144, 0.316)  0.00
C (-4.745, -3.292, -0.340)  0.00
C (-5.469, -2.912, 2.013)  0.00
H (-0.873, 4.520, 3.664)  0.00
H (0.341, 4.535, 2.360)  0.00
H (0.776, 3.908, 3.943)  0.00
H (-1.444, 2.397, 4.691)  0.00
H (0.201, 1.722, 4.619)  0.00
H (-1.127, 0.879, 3.806)  0.00
H (-2.380, 3.427, 2.457)  0.00
H (-2.181, 1.716, 2.064)  -0.01
H (-0.861, 4.028, 0.575)  -0.01
H (-2.253, 3.114, -0.009)  0.00
H (0.947, 3.497, -0.656)  0.02
H (-0.436, 3.253, -1.734)  0.01
H (0.268, 2.573, -3.782)  0.00
H (2.976, -0.697, -4.165)  0.00
H (4.956, -1.201, -3.152)  0.00
H (3.728, -2.464, -3.339)  0.00
H (4.973, -2.629, -2.114)  0.00
H (5.010, 0.113, -0.753)  0.00
H (5.070, -1.556, -0.176)  0.00
H (3.858, -0.440, 0.452)  0.00
H (1.822, -2.630, -1.761)  0.00
H (1.832, -1.754, -0.221)  0.00
H (2.999, -3.050, -0.504)  0.00
H (-0.684, 1.470, -5.580)  0.00
H (-0.323, -0.255, -5.673)  0.00
H (-0.171, 0.763, -7.114)  0.00
H (1.196, 3.182, -5.753)  0.00
H (1.713, 2.465, -7.279)  0.00
H (2.864, 2.643, -5.947)  0.00
H (2.061, -1.036, -6.145)  0.00
H (3.378, 0.142, -6.215)  0.00
H (2.168, 0.090, -7.496)  0.00
H (-0.404, 0.310, -1.073)  0.00
H (-1.930, 1.176, -1.122)  0.00
H (-3.533, -0.177, -0.480)  0.00
H (-3.014, -3.084, 2.591)  0.00
H (-1.453, -4.468, 3.099)  0.00
H (-2.080, -3.501, 4.443)  0.00
H (-0.500, -4.268, 4.566)  0.00
H (0.545, -3.650, 1.762)  0.00
H (1.413, -3.587, 3.301)  0.00
H (1.393, -2.173, 2.238)  0.00
H (-0.983, -1.271, 5.027)  0.00
H (0.515, -0.792, 4.206)  0.00
H (0.484, -2.228, 5.233)  0.00
H (-5.544, -0.719, -0.646)  0.00
H (-5.879, -0.333, 1.046)  0.00
H (-6.833, -1.557, 0.199)  0.00
H (-4.347, -2.847, -1.254)  0.00
H (-5.722, -3.725, -0.568)  0.00
H (-4.073, -4.099, -0.041)  0.00
H (-5.480, -2.233, 2.868)  0.00
H (-4.925, -3.811, 2.302)  0.00
H (-6.498, -3.212, 1.804)  0.00
F (2.241, 1.908, 3.266)  0.00
P (3.605, 2.809, 2.663)  0.01
F (3.083, 4.048, 3.505)  0.00
F (4.712, 3.645, 1.935)  0.00
F (4.495, 2.292, 3.847)  0.00
F (2.444, 3.263, 1.452)  -0.01
F (3.891, 1.514, 1.783)  0.00